A structure of composition C57H48BLuN10O5, computed with ωB97M-V/def2-TZVPD.

* M: 1138.855 g mol⁻¹
* DFT total energy: -4385.13470 Eh
* orbital gap (spin up / spin down): 5.165 / 5.165 eV

Each line ends with the Löwdin charge.
Geometry (Å):
Lu  0.2347  1.1234  -0.2551  1.777
C  -1.8485  11.1733  -0.2686  -0.092
O  -1.5308  10.3098  0.7947  -0.083
C  -1.4280  8.9783  0.5270  -0.274
C  -1.7108  8.3895  -0.7005  -0.011
C  -1.5056  7.0328  -0.8801  -0.018
C  -1.0044  6.2382  0.1453  -0.195
C  -0.7755  6.8298  1.3901  -0.031
C  -0.9897  8.1755  1.5816  0.007
C  -0.6317  4.8340  -0.0868  -0.061
C  -1.5480  3.9440  -0.6516  -0.254
C  -2.9158  4.2278  -0.9708  -0.001
C  -3.3900  3.1602  -1.6647  0.003
C  -2.3044  2.2234  -1.7866  -0.239
N  -1.2238  2.6892  -1.1149  -0.008
C  -2.2939  1.1197  -2.6823  -0.100
C  -1.1245  0.4713  -3.0920  -0.255
C  -0.9743  -0.4110  -4.2248  0.016
C  0.3281  -0.7777  -4.2826  0.016
C  0.9763  -0.1982  -3.1248  -0.239
C  2.1684  -0.6371  -2.5593  -0.072
C  3.2068  -1.3396  -3.3048  -0.172
C  3.5574  -0.8572  -4.5692  -0.021
C  4.6681  -1.3269  -5.2436  -0.012
C  5.4602  -2.3200  -4.6752  -0.277
O  6.6086  -2.8197  -5.2117  -0.085
C  7.1364  -2.1889  -6.3526  -0.092
C  5.0844  -2.8542  -3.4419  0.007
C  3.9918  -2.3659  -2.7666  -0.012
C  2.3831  -0.4189  -1.1342  -0.190
N  2.5112  0.7748  -0.6054  0.073
C  2.8146  0.8217  0.7496  -0.216
C  2.9317  2.0132  1.4156  -0.076
C  3.4286  2.1634  2.7894  -0.189
C  2.6557  2.9035  3.6838  -0.012
C  3.1150  3.2200  4.9461  -0.002
C  4.3896  2.8191  5.3358  -0.271
O  4.9710  3.1398  6.5244  -0.081
C  4.2987  4.0411  7.3701  -0.091
C  5.1499  2.0324  4.4669  0.006
C  4.6720  1.7015  3.2163  -0.012
C  2.3501  3.2220  0.8934  -0.275
C  2.7635  4.5605  1.0982  -0.016
C  1.7288  5.3516  0.6741  -0.010
C  0.6877  4.4748  0.2528  -0.248
N  1.1122  3.1760  0.3517  0.002
C  2.7879  -0.4901  1.4498  -0.132
C  2.3029  -1.5870  -0.2030  -0.152
N  0.0759  0.5760  -2.4471  -0.037
C  -3.6329  0.7529  -3.1796  -0.213
C  -4.0369  0.8308  -4.5096  -0.023
C  -5.3709  0.7134  -4.8415  0.003
C  -6.3384  0.5082  -3.8569  -0.276
O  -7.6371  0.5496  -4.2696  -0.085
C  -8.6508  0.4100  -3.3057  -0.092
C  -5.9285  0.3067  -2.5436  -0.015
C  -4.5936  0.4443  -2.2181  -0.041
H  -1.7351  12.1821  0.1244  0.093
H  -2.8787  11.0301  -0.6106  0.096
H  -1.1662  11.0313  -1.1131  0.095
H  -2.0780  8.9772  -1.5273  0.103
H  -1.7027  6.5912  -1.8455  0.123
H  -0.4254  6.2196  2.2103  0.122
H  -0.8085  8.6463  2.5352  0.119
H  -3.4444  5.1188  -0.6918  0.110
H  -4.3646  3.0445  -2.0983  0.108
H  -1.7671  -0.6944  -4.8900  0.103
H  0.7925  -1.4406  -4.9878  0.111
H  2.9705  -0.0615  -5.0040  0.119
H  4.9109  -0.8970  -6.2036  0.105
H  8.0915  -2.6767  -6.5450  0.093
H  7.3043  -1.1213  -6.1727  0.097
H  6.4816  -2.3132  -7.2217  0.094
H  5.6796  -3.6527  -3.0285  0.120
H  3.7412  -2.7985  -1.8137  0.101
H  1.6701  3.2251  3.3814  0.114
H  2.4818  3.7941  5.6050  0.105
H  4.9774  4.2256  8.1989  0.092
H  3.3661  3.6187  7.7564  0.094
H  4.0849  4.9874  6.8635  0.097
H  6.1299  1.7187  4.7923  0.118
H  5.2791  1.1138  2.5438  0.121
H  3.7112  4.8679  1.4954  0.112
H  1.7063  6.4220  0.6344  0.108
H  2.8540  -0.4093  2.5353  0.166
H  1.9109  -2.5044  -0.6452  0.167
H  -3.3126  1.0372  -5.2830  0.115
H  -5.6993  0.8214  -5.8628  0.117
H  -9.5684  0.7395  -3.7891  0.092
H  -8.4746  1.0308  -2.4230  0.089
H  -8.7569  -0.6340  -2.9974  0.097
H  -6.6338  0.0770  -1.7608  0.103
H  -4.2862  0.3358  -1.1875  0.123
C  3.2567  -2.8879  1.6076  -0.045
C  3.4960  -1.6770  0.7715  -0.162
N  1.4659  -1.0634  0.9473  -0.043
N  1.0401  -2.0895  1.7907  0.007
C  2.0121  -3.0139  2.0934  -0.102
B  -0.0553  -1.7642  2.8140  -0.526
N  -0.2935  -0.2390  2.9695  -0.009
C  -0.5479  0.2960  4.1677  -0.068
C  -0.8727  1.6268  4.0036  -0.054
C  -0.7883  1.8312  2.6314  -0.150
N  -0.4342  0.6970  2.0141  -0.047
N  -1.4185  -2.4157  2.4789  -0.020
C  -1.9517  -3.4760  3.1030  -0.084
C  -3.2321  -3.6723  2.6280  -0.065
C  -3.4043  -2.6519  1.6947  -0.131
N  -2.3093  -1.9084  1.6236  0.025
H  4.0324  -3.6161  1.7579  0.094
H  4.5069  -1.5481  0.3892  0.147
H  1.6949  -3.8410  2.7065  0.120
H  0.2733  -2.1780  3.8793  0.113
H  -0.4821  -0.2904  5.0603  0.120
H  -1.1395  2.3370  4.7581  0.093
H  -0.9678  2.7363  2.0722  0.099
H  -1.3967  -4.0248  3.8347  0.114
H  -3.9280  -4.4321  2.9195  0.086
H  -4.2634  -2.4183  1.0976  0.102
O  -1.2516  -0.7172  -0.3756  -0.179
H  -1.6395  -1.1705  -1.1358  0.068
H  -1.7031  -1.1536  0.4450  0.004

Forces on atoms 1 to 6 (eV/Å):
-1.0 -0.1 0.2
-0.1 0.2 -0.2
0.0 -0.3 0.2
0.1 -0.1 0.0
-0.1 0.4 0.0
0.1 -0.2 0.2

A cluster of 3 separate species, C57H49BN2O4 in total, computed with ωB97M-V/def2-TZVPD.

* M: 836.841 g mol⁻¹
* DFT total energy: -2636.48411 Eh
* orbital gap: 5.281 eV

Each line ends with the Löwdin charge.
Geometry (Å):
C  4.8963  2.8660  -1.8006  -0.016
C  3.6372  3.2462  -1.1617  -0.296
C  3.3971  3.8611  0.0302  -0.028
C  1.9775  3.8570  0.1767  -0.021
C  1.4297  3.0251  -0.8007  -0.213
B  2.6645  -1.1170  1.9940  -0.063
C  2.8563  0.0055  3.0187  -0.198
C  3.1067  0.0764  4.3855  -0.005
C  3.2410  1.4750  4.6799  -0.020
C  3.0684  2.1872  3.5114  -0.331
C  2.9861  3.5774  3.1585  -0.013
O  2.8189  1.3172  2.5161  -0.014
C  0.0505  3.0304  -1.2667  -0.217
C  -0.5163  2.8205  -2.5371  -0.003
C  -1.7870  3.4740  -2.5485  -0.012
C  -1.9936  3.9501  -1.2787  -0.342
C  -3.0142  4.8305  -0.7623  -0.029
O  -0.8873  3.7261  -0.5007  0.062
C  3.7597  -0.8705  0.9622  -0.183
C  4.2616  -1.4879  -0.1575  -0.001
C  5.5360  -0.8931  -0.3776  -0.018
C  5.7678  0.0677  0.5860  -0.309
C  6.8160  0.9977  1.0060  0.002
O  4.6443  0.1796  1.3090  0.029
O  2.4546  2.7879  -1.7381  0.035
H  5.6577  3.5980  -1.5107  0.088
H  5.2556  1.8988  -1.4271  0.066
H  4.8336  2.8000  -2.8958  0.093
H  4.1639  4.3001  0.7004  0.117
H  1.4270  4.4076  0.9379  0.114
H  3.3408  -0.7343  5.0884  0.116
H  3.4460  1.9487  5.6321  0.104
H  3.3488  4.1478  3.9989  0.091
H  3.6325  3.8528  2.3478  0.043
H  1.9935  3.9513  2.9505  0.084
H  -0.0416  2.1883  -3.2864  0.115
H  -2.4807  3.5890  -3.3786  0.114
H  -2.6802  5.8544  -0.9594  0.094
H  -3.9722  4.6542  -1.2731  0.088
H  -3.1594  4.7664  0.3187  0.093
H  3.8186  -2.3300  -0.7292  0.133
H  6.1939  -1.1505  -1.1862  0.103
H  7.7783  0.6036  0.7117  0.084
H  6.7401  1.9901  0.5531  0.079
H  6.8166  1.1510  2.0876  0.098
C  0.1737  -7.6451  -1.8679  -0.097
C  0.9843  -6.7110  -1.2116  -0.075
C  0.9727  -5.3662  -1.6069  -0.031
C  0.2206  -4.9705  -2.7315  -0.207
N  0.2770  -3.6477  -3.2739  0.020
C  0.2919  -3.5183  -4.6957  -0.228
C  -0.4889  -2.5313  -5.3260  -0.025
C  -0.6010  -2.5765  -6.7209  -0.076
C  0.0635  -3.5669  -7.4600  -0.096
C  0.9514  -4.4590  -6.8460  -0.076
C  1.0511  -4.4384  -5.4544  -0.026
C  0.4549  -2.5308  -2.4423  -0.180
C  1.0805  -1.3445  -2.9028  0.004
C  1.5990  -0.4048  -2.0201  -0.005
C  1.2605  -0.4896  -0.6535  -0.248
C  1.3069  0.7490  0.2031  0.142
C  0.1701  1.0324  1.0694  -0.195
C  -0.1061  1.2435  2.4497  0.016
C  -1.4211  1.2560  2.8990  -0.009
C  -2.5073  1.0730  2.0251  -0.197
N  -3.8038  0.9763  2.5328  0.020
C  -4.9637  1.2051  1.7543  -0.184
C  -6.1980  0.6589  2.1782  -0.039
C  -7.3996  1.1618  1.6796  -0.085
C  -7.3827  2.1423  0.6814  -0.106
C  -6.1649  2.5157  0.1029  -0.082
C  -4.9543  2.0569  0.6307  -0.029
C  -3.9824  0.5837  3.8886  -0.237
C  -4.9173  1.2826  4.6695  -0.032
C  -5.2056  0.8539  5.9601  -0.079
C  -4.5578  -0.2684  6.4776  -0.097
C  -3.6406  -0.9734  5.6977  -0.079
C  -3.3126  -0.5344  4.4129  -0.020
C  -2.2651  0.9841  0.6467  -0.007
C  -0.9684  1.0588  0.2054  -0.057
C  0.4551  -1.5850  -0.2428  -0.038
C  0.1090  -2.6261  -1.0844  -0.014
C  -0.5562  -5.9360  -3.4063  -0.027
C  -0.5977  -7.2622  -2.9743  -0.076
H  0.0832  -8.6553  -1.4737  0.098
H  1.5829  -6.9973  -0.3463  0.105
H  1.5258  -4.6149  -1.0384  0.109
H  -1.0237  -1.7792  -4.7309  0.125
H  -1.2057  -1.8233  -7.2252  0.104
H  -0.0378  -3.6356  -8.5396  0.097
H  1.5811  -5.1611  -7.4040  0.109
H  1.6837  -5.1576  -4.9202  0.126
H  1.2133  -1.1934  -3.9638  0.102
H  2.2012  0.4578  -2.2889  0.114
H  1.8269  -2.0713  1.9693  0.108
H  0.6997  1.3952  3.1582  0.098
H  -1.5995  1.2757  3.9705  0.114
H  -6.2127  -0.1080  2.9619  0.122
H  -8.3345  0.8091  2.1139  0.104
H  -8.3152  2.6225  0.3904  0.096
H  -6.1232  3.2193  -0.7268  0.096
H  -4.0231  2.4144  0.1780  0.080
H  -5.4531  2.1289  4.2334  0.127
H  -5.9298  1.4187  6.5400  0.103
H  -4.7611  -0.5941  7.4938  0.098
H  -3.1480  -1.8553  6.0966  0.102
H  -2.5620  -1.0507  3.8068  0.125
H  -3.0409  0.7177  -0.0569  0.118
H  -0.7373  1.0964  -0.8641  0.108
H  0.1224  -1.6464  0.7865  0.106
H  -0.3379  -3.5296  -0.6667  0.119
H  -1.1256  -5.6415  -4.2931  0.123
H  -1.2607  -7.9662  -3.4884  0.107

Forces on atoms 1 to 6 (eV/Å):
0.9 -0.2 -0.4
-1.3 -0.6 0.4
0.0 0.3 -0.8
-0.9 -0.7 0.2
1.6 2.8 -0.1
-0.1 -0.5 -0.7

- Look up the DFT total energy of the second one.
  -2636.48411 Eh

- Among the records above, which one has the highest M?
  C57H48BLuN10O5